No. 1
{"formula": "C34H22B2ClEuF6N5O", "method": "ωB97M-V/def2-TZVPD", "species": ["Eu", "C", "C", "N", "C", "C", "C", "C", "C", "C", "C", "N", "C", "C", "C", "C", "C", "C", "C", "C", "N", "C", "H", "H", "H", "H", "H", "H", "H", "H", "H", "H", "H", "H", "Cl", "C", "C", "C", "C", "O", "C", "C", "N", "C", "C", "C", "C", "C", "C", "C", "C", "N", "C", "C", "H", "H", "H", "H", "H", "H", "H", "H", "H", "H", "F", "B", "F", "F", "F", "F", "B", "F"], "positions_angstrom": [[-0.7699, -1.1788, 0.5283], [-3.8503, -0.0710, 3.9312], [-2.6654, 0.0552, 3.2223], [-2.6007, 0.0221, 1.8869], [-3.7517, -0.1184, 1.1760], [-5.0160, -0.2900, 1.8154], [-5.0330, -0.2578, 3.2304], [-6.1671, -0.5125, 1.0318], [-6.0469, -0.6069, -0.3458], [-4.8316, -0.4165, -0.9870], [-3.6547, -0.1258, -0.2661], [-2.3951, 0.0636, -0.7690], [-2.1071, 0.4783, -2.0143], [-2.9955, 1.0724, -2.9431], [-2.5744, 1.4804, -4.2007], [-1.2600, 1.3411, -4.6156], [-0.3059, 0.8323, -3.7099], [1.0687, 0.7373, -4.0220], [1.9630, 0.3132, -3.0656], [1.4832, -0.0362, -1.8056], [0.1938, -0.0166, -1.4868], [-0.7080, 0.4116, -2.4058], [-3.8337, -0.0534, 5.0152], [-1.7228, 0.1749, 3.7515], [-5.9762, -0.3968, 3.7499], [-7.1257, -0.6436, 1.5238], [-6.9239, -0.8366, -0.9451], [-4.7844, -0.5451, -2.0598], [-4.0211, 1.2435, -2.6509], [-3.2995, 1.9281, -4.8743], [-0.9425, 1.6492, -5.6063], [1.3992, 1.0271, -5.0142], [3.0235, 0.2460, -3.2772], [2.1647, -0.3517, -1.0227], [5.8931, -4.8517, -2.2735], [4.2731, -4.2475, -2.0122], [3.3495, -4.3416, -3.0532], [2.0684, -3.8594, -2.8052], [1.7278, -3.2968, -1.5968], [0.4274, -2.8617, -1.3904], [2.6626, -3.1453, -0.5279], [2.5023, -2.5201, 0.7250], [1.5199, -1.7212, 1.1598], [1.6787, -1.1794, 2.4109], [2.4382, -1.7529, 3.4443], [2.6824, -1.0803, 4.6363], [2.2007, 0.1926, 4.8554], [1.3987, 0.8063, 3.8740], [0.8756, 2.1085, 4.0188], [0.1259, 2.6598, 3.0078], [-0.1359, 1.9031, 1.8680], [0.3095, 0.6674, 1.7055], [1.0889, 0.1136, 2.6661], [3.9569, -3.6892, -0.8069], [3.6217, -4.7756, -4.0037], [1.3171, -3.9307, -3.5803], [3.3828, -2.6120, 1.3624], [2.8097, -2.7619, 3.3254], [3.2683, -1.5659, 5.4095], [2.4227, 0.7268, 5.7725], [1.0790, 2.6586, 4.9311], [-0.2772, 3.6607, 3.0935], [-0.7517, 2.2889, 1.0643], [4.7064, -3.6300, -0.0281], [-2.6443, -2.7305, 0.9972], [-1.6774, -3.3991, 1.7882], [-1.1081, -2.3944, 2.6266], [-2.1878, -4.4556, 2.4869], [-0.6437, -3.7699, 0.8911], [-1.8064, -2.6142, -1.5407], [-0.7059, -3.2631, -1.9505], [-0.8959, -4.2144, -2.8627]], "forces_ev_per_angstrom": [[0.552, -0.345, -0.476], [-1.292, -0.173, -0.122], [0.612, 0.056, -1.438], [-0.870, 0.294, 1.216], [-0.225, 0.028, 0.529], [0.451, 0.088, 0.057], [0.696, 0.117, 0.120], [-0.279, -0.131, -0.617], [-0.496, -0.001, 1.035], [0.945, 0.157, 0.077], [0.056, 0.053, -0.770], [-0.931, 0.495, -0.161], [-0.525, 0.331, -0.340], [0.261, -0.353, 0.684], [0.788, 0.079, -0.566], [-0.618, 0.196, -0.066], [-0.047, -0.207, 0.425], [0.191, -0.095, 0.368], [-0.166, 0.286, -0.780], [-0.698, -0.134, 0.631], [0.703, 0.481, -0.827], [0.145, 0.218, -0.536], [-0.026, 0.004, -0.074], [0.007, -0.059, -0.145], [0.039, 0.012, -0.008], [0.034, -0.017, -0.044], [0.033, 0.024, 0.062], [0.072, 0.042, 0.073], [0.031, -0.025, -0.018], [0.021, -0.029, -0.002], [-0.033, -0.008, 0.034], [0.026, -0.018, 0.014], [-0.053, -0.030, 0.032], [-0.058, -0.129, 0.050], [0.331, -0.135, -0.056], [-0.484, 0.336, 0.534], [0.260, -0.281, -0.633], [-0.118, 0.210, 0.323], [0.363, -0.460, -0.721], [-0.217, 0.264, 0.025], [-0.299, 0.781, 1.464], [1.183, -1.588, -1.090], [0.138, 2.008, 1.763], [-0.510, -0.795, -1.999], [0.701, -0.285, 0.830], [-0.062, -0.318, -0.536], [0.053, 0.323, 0.432], [-0.063, 0.190, 0.153], [0.031, -0.245, -0.110], [-0.133, 0.135, -0.082], [-0.132, 0.091, -0.055], [0.791, 0.627, 0.847], [-0.296, 0.330, -0.101], [0.575, -0.422, -0.405], [-0.019, -0.007, -0.028], [0.002, 0.005, -0.037], [0.028, -0.046, -0.057], [-0.004, 0.018, -0.049], [0.006, -0.071, 0.015], [-0.029, 0.032, 0.013], [0.017, 0.019, 0.013], [-0.017, 0.048, -0.031], [-0.057, 0.056, -0.019], [0.030, 0.005, -0.014], [-0.719, -0.483, 0.252], [0.463, -0.211, 0.040], [-0.346, -0.548, 0.720], [-0.144, -0.112, 0.126], [-0.345, -0.454, 0.216], [-0.130, -0.161, -0.405], [-0.308, 0.037, 0.307], [0.114, -0.102, -0.066]], "multiplicity": 8, "homo_lumo_gap_ev": [3.27, 3.25], "total_charge": -2, "e_lumo_ev": [4.41, 4.41], "de_lowest_kcal_mol": 9.0}

=====

No. 2
{"formula": "C34H22BrIN4O9S2Y", "method": "ωB97M-V/def2-TZVPD", "species": ["Y", "O", "C", "C", "C", "C", "C", "C", "C", "O", "N", "N", "C", "C", "C", "C", "C", "C", "C", "O", "H", "H", "H", "H", "H", "H", "H", "H", "H", "H", "O", "S", "O", "N", "C", "O", "C", "C", "C", "C", "C", "C", "H", "H", "H", "H", "Br", "C", "C", "C", "C", "C", "C", "I", "H", "H", "H", "H", "O", "S", "O", "N", "C", "O", "C", "C", "C", "C", "C", "C", "H", "H", "H", "H"], "positions_angstrom": [[0.2752, -0.4051, 0.2457], [-1.0907, 3.9715, 3.6335], [-1.7484, 4.2082, 2.4866], [-2.7316, 5.1997, 2.4933], [-3.4507, 5.4805, 1.3474], [-3.2095, 4.7795, 0.1690], [-2.2413, 3.7935, 0.1603], [-1.4991, 3.4930, 1.3018], [-0.5265, 2.3746, 1.2375], [-0.4183, 1.7188, 0.1409], [0.1452, 2.0961, 2.3330], [0.9408, 0.9704, 2.1517], [1.8284, 0.7722, 3.0524], [2.7963, -0.3063, 3.0569], [3.6428, -0.4057, 4.1695], [4.6196, -1.3726, 4.2569], [4.7713, -2.2672, 3.1946], [3.9614, -2.1897, 2.0838], [2.9467, -1.2176, 1.9813], [2.1884, -1.1779, 0.9184], [-0.4544, 3.2290, 3.4505], [-2.9095, 5.7335, 3.4179], [-4.2097, 6.2534, 1.3728], [-3.7773, 4.9957, -0.7261], [-2.0408, 3.2136, -0.7306], [1.8795, 1.4820, 3.8801], [3.5114, 0.3055, 4.9782], [5.2573, -1.4353, 5.1282], [5.5367, -3.0328, 3.2408], [4.0792, -2.8763, 1.2547], [1.6092, 0.6326, -4.1633], [0.9906, -0.5971, -3.7603], [1.7501, -1.8108, -3.9027], [0.3628, -0.4766, -2.2559], [-0.9750, -0.6255, -2.2642], [-1.6310, -0.6153, -1.2105], [-1.5679, -0.8172, -3.6114], [-2.8943, -1.0348, -3.9343], [-3.1979, -1.2159, -5.2778], [-2.1986, -1.1923, -6.2500], [-0.8638, -0.9943, -5.9102], [-0.5799, -0.8055, -4.5733], [-3.6431, -1.0975, -3.1540], [-4.2239, -1.3923, -5.5742], [-2.4644, -1.3410, -7.2890], [-0.0838, -0.9911, -6.6596], [-1.8490, -5.9650, 0.7201], [-1.8358, -5.2578, -1.0300], [-2.8944, -5.5794, -1.8670], [-2.9083, -5.1218, -3.1743], [-1.8569, -4.3583, -3.6556], [-0.8053, -4.0242, -2.8174], [-0.8032, -4.4545, -1.4964], [0.7515, -3.7772, -0.2875], [-3.7110, -6.1717, -1.4787], [-3.7488, -5.3612, -3.8126], [-1.8558, -4.0019, -4.6783], [0.0217, -3.4277, -3.1829], [-4.4540, -2.5327, -1.2632], [-4.3699, -2.5620, 0.1757], [-5.1619, -3.5484, 0.8591], [-2.8091, -2.6304, 0.6550], [-2.4475, -1.5181, 1.2318], [-1.2582, -1.2355, 1.5986], [-3.5313, -0.4976, 1.3968], [-3.4481, 0.7563, 1.9706], [-4.5740, 1.5699, 1.9243], [-5.7497, 1.1211, 1.3283], [-5.8322, -0.1493, 0.7644], [-4.7013, -0.9364, 0.8151], [-2.5264, 1.0882, 2.4314], [-4.5284, 2.5689, 2.3410], [-6.6126, 1.7746, 1.2972], [-6.7428, -0.5000, 0.2967]], "forces_ev_per_angstrom": [[-0.012, 0.067, 0.054], [-0.002, 0.014, 0.004], [-0.006, -0.014, 0.009], [0.001, 0.003, -0.003], [0.006, 0.006, 0.002], [-0.001, -0.004, 0.002], [0.000, 0.005, -0.003], [0.003, 0.004, -0.001], [0.008, 0.006, -0.008], [-0.004, -0.049, 0.024], [-0.003, -0.001, -0.012], [0.020, -0.045, -0.042], [0.000, -0.002, -0.001], [-0.003, 0.009, -0.002], [0.007, -0.002, 0.006], [-0.002, 0.003, -0.001], [-0.003, 0.001, -0.003], [0.006, -0.002, 0.001], [0.004, 0.001, 0.004], [-0.050, 0.017, -0.013], [0.001, -0.005, -0.003], [0.000, 0.000, 0.000], [0.000, 0.000, 0.001], [0.000, -0.001, -0.001], [-0.001, -0.002, 0.001], [-0.001, 0.000, 0.001], [0.001, 0.000, 0.000], [0.001, -0.001, 0.000], [0.001, 0.000, 0.001], [-0.001, 0.000, 0.000], [0.009, 0.008, -0.003], [-0.004, 0.011, -0.046], [-0.005, 0.013, 0.009], [-0.081, -0.059, 0.063], [0.014, 0.000, 0.012], [0.057, -0.016, 0.000], [0.043, 0.010, -0.020], [-0.025, -0.013, -0.011], [0.007, 0.004, 0.008], [0.002, -0.005, 0.006], [0.000, 0.002, -0.007], [0.006, 0.007, 0.033], [0.007, -0.001, 0.010], [0.001, -0.001, -0.006], [-0.003, 0.000, 0.000], [-0.001, -0.001, 0.000], [0.001, 0.006, -0.012], [-0.006, -0.013, 0.026], [0.006, 0.014, 0.000], [-0.003, -0.001, 0.001], [-0.004, -0.004, -0.008], [0.004, 0.005, 0.012], [0.001, -0.012, -0.011], [-0.010, 0.017, -0.013], [0.000, -0.003, -0.003], [-0.001, -0.002, 0.002], [0.003, 0.004, 0.001], [0.000, 0.001, -0.004], [-0.001, -0.008, -0.006], [0.047, 0.012, 0.003], [-0.023, 0.001, 0.006], [-0.026, -0.018, -0.016], [0.003, 0.035, -0.014], [0.014, 0.013, -0.039], [0.009, 0.001, 0.002], [0.009, -0.009, 0.001], [-0.003, 0.001, 0.002], [0.001, 0.000, 0.000], [0.002, -0.008, 0.002], [-0.014, 0.004, -0.002], [-0.005, 0.001, 0.003], [0.000, -0.001, 0.001], [0.001, 0.001, 0.002], [0.001, -0.002, 0.000]], "homo_lumo_gap_ev": 7.99, "total_charge": -1, "e_lumo_ev": 2.25, "de_lowest_kcal_mol": 0.0}

=====

No. 3
{"formula": "C34H22BrIN4O9S2Y", "method": "ωB97M-V/def2-TZVPD", "species": ["Y", "O", "C", "C", "C", "C", "C", "C", "C", "O", "N", "N", "C", "C", "C", "C", "C", "C", "C", "O", "H", "H", "H", "H", "H", "H", "H", "H", "H", "H", "O", "S", "O", "N", "C", "O", "C", "C", "C", "C", "C", "C", "H", "H", "H", "H", "Br", "C", "C", "C", "C", "C", "C", "I", "H", "H", "H", "H", "O", "S", "O", "N", "C", "O", "C", "C", "C", "C", "C", "C", "H", "H", "H", "H"], "positions_angstrom": [[-0.3122, 0.3387, -1.5311], [0.1080, -5.2926, -2.3095], [1.1325, -4.9809, -1.4983], [1.8096, -6.0300, -0.8731], [2.8595, -5.7720, -0.0126], [3.2592, -4.4639, 0.2465], [2.5904, -3.4231, -0.3691], [1.5305, -3.6559, -1.2441], [0.8168, -2.4885, -1.8166], [1.2016, -1.3109, -1.4863], [-0.2042, -2.7352, -2.6086], [-0.8291, -1.5538, -2.9903], [-1.6307, -1.6489, -3.9835], [-2.3490, -0.5475, -4.5925], [-3.2414, -0.8547, -5.6285], [-3.9402, 0.1234, -6.3006], [-3.7355, 1.4577, -5.9408], [-2.8585, 1.7924, -4.9335], [-2.1467, 0.8064, -4.2222], [-1.3330, 1.1539, -3.2616], [-0.2685, -4.4323, -2.6374], [1.4845, -7.0411, -1.0817], [3.3712, -6.5996, 0.4643], [4.0765, -4.2628, 0.9260], [2.8604, -2.3931, -0.1776], [-1.7719, -2.6348, -4.4305], [-3.3760, -1.8972, -5.8970], [-4.6291, -0.1366, -7.0928], [-4.2711, 2.2435, -6.4604], [-2.6923, 2.8257, -4.6553], [3.5958, 2.9354, -1.9818], [2.4896, 3.2472, -1.1240], [1.7418, 4.4454, -1.3972], [1.4866, 1.9670, -0.9609], [1.4324, 1.5330, 0.3127], [0.6752, 0.6112, 0.6489], [2.3209, 2.2694, 1.2486], [2.4503, 2.0968, 2.6134], [3.3174, 2.9499, 3.2857], [4.0103, 3.9494, 2.6048], [3.8535, 4.1307, 1.2334], [3.0003, 3.2666, 0.5797], [1.8619, 1.3467, 3.1278], [3.4446, 2.8482, 4.3557], [4.6742, 4.6047, 3.1546], [4.3750, 4.9168, 0.7041], [-4.3888, 2.9545, 1.8987], [-2.6152, 3.5498, 2.1587], [-2.2119, 3.8308, 3.4562], [-0.9335, 4.3062, 3.6961], [-0.0617, 4.5221, 2.6399], [-0.4586, 4.2290, 1.3457], [-1.7292, 3.7205, 1.1042], [-2.1684, 3.1689, -0.8555], [-2.8987, 3.6530, 4.2716], [-0.6204, 4.4993, 4.7138], [0.9374, 4.8998, 2.8178], [0.2147, 4.3924, 0.5132], [-0.5223, 0.8477, 3.8862], [-1.6310, 0.0386, 3.4464], [-2.7992, 0.0084, 4.2850], [-2.0333, 0.4110, 1.9067], [-1.7380, -0.5665, 1.0964], [-1.8238, -0.5213, -0.1749], [-1.1987, -1.8027, 1.7518], [-0.8068, -2.9862, 1.1558], [-0.2426, -3.9660, 1.9639], [-0.0946, -3.7585, 3.3331], [-0.5037, -2.5695, 3.9300], [-1.0531, -1.6078, 3.1084], [-0.9295, -3.1309, 0.0899], [0.1016, -4.8915, 1.5184], [0.3533, -4.5334, 3.9427], [-0.3851, -2.4026, 4.9925]], "forces_ev_per_angstrom": [[-0.008, -0.161, -0.012], [0.021, -0.018, 0.014], [-0.020, 0.009, 0.023], [0.000, -0.005, -0.004], [-0.001, 0.001, -0.006], [0.000, -0.005, 0.002], [0.006, 0.009, 0.001], [-0.003, -0.031, -0.026], [-0.015, 0.037, -0.012], [-0.049, 0.002, 0.002], [0.015, -0.008, 0.014], [0.017, 0.081, -0.004], [-0.002, -0.013, 0.001], [0.010, 0.004, 0.011], [-0.002, 0.003, -0.007], [0.002, 0.001, 0.003], [0.003, -0.001, -0.005], [-0.001, 0.009, 0.005], [-0.026, -0.023, -0.008], [0.024, 0.015, 0.051], [0.001, 0.016, -0.017], [0.000, 0.001, 0.002], [-0.002, -0.001, -0.001], [0.000, 0.003, 0.000], [-0.001, 0.002, -0.001], [0.002, 0.000, 0.003], [0.002, 0.000, 0.001], [-0.001, 0.002, -0.001], [-0.001, -0.001, -0.002], [0.002, -0.001, 0.003], [0.008, 0.000, -0.010], [0.011, -0.026, -0.005], [0.017, 0.013, -0.009], [-0.077, -0.049, 0.037], [0.078, 0.111, 0.004], [-0.001, 0.017, -0.009], [0.000, 0.057, -0.024], [0.001, -0.039, 0.078], [-0.007, -0.005, -0.040], [-0.012, -0.005, -0.024], [0.043, 0.019, 0.028], [-0.044, -0.031, 0.010], [-0.016, -0.002, -0.015], [0.001, 0.002, 0.001], [0.001, 0.002, -0.004], [-0.002, 0.000, 0.003], [0.032, 0.009, -0.004], [-0.077, -0.017, 0.034], [0.007, 0.004, -0.022], [0.020, 0.006, -0.021], [-0.017, 0.003, 0.051], [-0.015, -0.013, -0.037], [0.039, 0.027, 0.006], [0.013, -0.023, -0.003], [-0.001, 0.000, 0.001], [-0.002, 0.000, -0.001], [0.005, 0.001, -0.007], [-0.004, 0.002, 0.000], [0.014, 0.019, 0.028], [-0.066, 0.014, -0.072], [0.040, -0.008, 0.027], [0.016, 0.021, 0.029], [0.080, -0.103, 0.017], [-0.038, 0.045, -0.052], [0.001, 0.023, -0.045], [0.000, 0.013, 0.013], [0.000, 0.003, 0.001], [0.003, -0.014, -0.008], [-0.014, 0.024, 0.004], [0.001, -0.022, 0.001], [-0.006, -0.002, 0.006], [-0.002, -0.003, 0.005], [0.001, -0.002, -0.003], [-0.001, 0.001, 0.000]], "homo_lumo_gap_ev": 7.98, "total_charge": -1, "e_lumo_ev": 2.25, "de_lowest_kcal_mol": 0.2}